[1]
C38H66AsPRuSe2Si3 as an isolated structure in a non-equilibrium geometry. Source: OMol25; level of theory: ωB97M-V/def2-TZVPD.

Results
⟨S²⟩   0.763
Frontier orbital gap (alpha / beta)   6.467 / 6.141 eV
LUMO energy (alpha / beta)   -3.62 / -3.94 eV
Energy relative to the best compared isomer or geometry (same formula, charge and spin)   0.0000 eV
Charge   +1
HOMO energy (alpha / beta)   -0.37072 / -0.37052 Ha
Spin multiplicity   2

XYZ file:
```
112
C38H66AsPRuSe2Si3 ωB97M-V/def2-TZVPD
Ru -0.8895 -1.3430 -0.0328
C -2.9427 -2.3457 0.1775
C -2.3831 -2.3247 1.4661
C -2.1522 -0.9260 1.7883
C -2.5721 -0.1795 0.6606
C -3.0813 -1.0421 -0.3321
C -3.6677 -0.6032 -1.6649
C -2.6705 -0.7923 -2.8143
C -4.0467 0.8764 -1.5844
C -4.9168 -1.4491 -1.9435
C -1.6532 -0.1163 3.0136
C -2.5057 1.1660 3.1111
C -0.1931 0.2937 2.7999
C -1.7718 -0.8010 4.3748
C -2.0791 -3.6123 2.2500
C -3.0301 -3.7331 3.4517
C -0.6116 -3.6807 2.6963
C -2.3741 -4.8442 1.3788
H -3.2566 -3.2351 -0.3458
H -2.5947 0.8954 0.6118
H -1.7368 -0.2600 -2.6279
H -3.1104 -0.3910 -3.7307
H -2.4320 -1.8431 -2.9803
H -3.1610 1.5078 -1.4957
H -4.7037 1.0844 -0.7358
H -4.5727 1.1667 -2.4954
H -4.6656 -2.5008 -2.0972
H -5.4069 -1.0920 -2.8503
H -5.6376 -1.3863 -1.1249
H -2.2225 1.9050 2.3614
H -2.3547 1.6239 4.0891
H -3.5719 0.9577 3.0010
H -0.0728 0.8544 1.8703
H 0.4708 -0.5730 2.7639
H 0.1256 0.9347 3.6268
H -2.8095 -1.0196 4.6280
H -1.3957 -0.1085 5.1296
H -1.1885 -1.7107 4.4560
H -2.9005 -2.9476 4.1845
H -2.8472 -4.6887 3.9469
H -4.0727 -3.7257 3.1254
H -0.4262 -3.1618 3.6327
H 0.0601 -3.2658 1.9483
H -0.3248 -4.7234 2.8412
H -3.4305 -4.9029 1.1062
H -2.1408 -5.7372 1.9592
H -1.7719 -4.8736 0.4756
Se 1.2416 -0.4733 -0.7592
P 1.5864 -2.6799 -0.9645
Se -0.3932 -3.4725 -1.2764
C 2.7047 -3.0755 -2.3114
C 3.2495 -2.0581 -3.0877
C 4.1051 -2.3723 -4.1363
C 4.4066 -3.6966 -4.4090
C 3.8563 -4.7157 -3.6373
C 3.0046 -4.4099 -2.5910
C 2.3444 -3.3436 0.5275
C 2.1396 -4.6720 0.8949
C 2.8090 -5.1983 1.9888
C 3.6739 -4.3996 2.7251
C 3.8701 -3.0718 2.3701
C 3.2116 -2.5431 1.2703
H 3.0061 -1.0228 -2.8839
H 4.5302 -1.5808 -4.7391
H 5.0687 -3.9409 -5.2297
H 4.0952 -5.7487 -3.8533
H 2.5744 -5.2106 -2.0003
H 1.4382 -5.2875 0.3432
H 2.6502 -6.2314 2.2710
H 4.1937 -4.8123 3.5803
H 4.5349 -2.4453 2.9507
H 3.3699 -1.5070 0.9963
C 2.6646 4.7306 -2.7039
Si 2.2303 2.9914 -2.2192
C 3.7414 2.1529 -1.4936
C 1.6412 2.0830 -3.7363
As 0.5014 2.8300 -0.6397
Si -1.0717 4.3741 -1.3965
C -0.4456 6.1193 -1.6036
C -2.4574 4.3940 -0.1459
C -1.6639 3.7201 -3.0466
Si 1.4813 3.6999 1.3062
C 2.4550 2.3020 2.0888
C 0.1102 4.2719 2.4354
C 2.6392 5.1170 0.9728
H 3.4798 4.7042 -3.4353
H 2.9979 5.3261 -1.8525
H 1.8210 5.2429 -3.1677
H 4.6453 2.6936 -1.7868
H 3.8377 1.1240 -1.8493
H 3.7120 2.1132 -0.4037
H 2.4772 1.8836 -4.4144
H 0.9027 2.6774 -4.2800
H 1.1775 1.1274 -3.4789
H 0.3433 6.3575 -0.8884
H -1.2639 6.8287 -1.4447
H -0.0509 6.2918 -2.6060
H -2.2319 5.0865 0.6678
H -2.6380 3.4098 0.2944
H -3.3860 4.7242 -0.6214
H -1.1301 4.2153 -3.8622
H -2.7317 3.9151 -3.1841
H -1.4999 2.6456 -3.1488
H 2.1380 1.3227 1.7253
H 2.3316 2.3115 3.1753
H 3.5213 2.4101 1.8749
H -0.8261 3.7424 2.2580
H -0.0798 5.3393 2.2939
H 0.3892 4.1189 3.4819
H 3.5123 4.7866 0.4047
H 2.9995 5.5484 1.9124
H 2.1472 5.9107 0.4078
```

[2]
A 2-piece molecular cluster, C3H4F2 overall in a non-equilibrium geometry. Source: OMol25; level of theory: ωB97M-V/def2-TZVPD.

Results
Frontier orbital gap (alpha / beta)   9.173 / 9.073 eV
LUMO energy (alpha / beta)   0.56 / 0.47 eV
Energy relative to the best compared isomer or geometry (same formula, charge and spin)   3.9440 eV
Charge   0
HOMO energy (alpha / beta)   -0.31663 / -0.31626 Ha

XYZ file:
```
9
C3H4F2 ωB97M-V/def2-TZVPD
C -1.4392 0.4816 0.6009
C -0.8424 -0.4277 -0.1158
C 1.5724 -0.2013 -0.4828
F 2.2842 -1.2430 -0.7315
F 1.7774 0.2962 0.6972
H -2.5902 0.4611 0.6785
H -1.1165 1.3362 1.2202
H -1.2588 -1.2430 -0.6330
H 1.6132 0.5401 -1.2335
```

Q: Look up the energy relative to the best compared isomer or geometry (same formula, charge and spin) of the first one.
A: 0.0000 eV